Entry 1:
ORCA calculation (the ωB97M-V functional and the def2-TZVPD basis) on a structure of composition C33H26Cl3CsGeN7O12 at a distorted geometry.

Its relative energy (zero: lowest compared OMol25 entry of this formula, charge and spin) is 69.2 kcal per mole. The molar mass comes out at 1024.482 g mol⁻¹. The HOMO-LUMO gap (spin up / spin down) is 4.04 / 4.00 eV. Its spin multiplicity is 2. The value obtained for the HOMO energy (spin up / spin down) is -1.88 / -1.85 eV. The charge is -2. The expectation value of S² is 0.756.

Cartesian coordinates (Å):
Cs 1.247 -1.857 2.203
O 3.638 -2.831 2.916
C 4.140 -3.525 4.011
C 3.093 -3.808 5.107
N 2.496 -2.639 5.710
C 3.230 -1.487 5.938
C 3.225 -0.277 4.714
O 4.198 0.431 4.859
O 2.258 -0.323 3.998
C 1.111 -2.675 5.945
C 0.201 -2.878 4.646
O 0.065 -4.029 4.257
O -0.312 -1.845 4.213
H 3.320 -3.495 2.248
H 4.959 -2.929 4.433
H 4.552 -4.497 3.704
H 3.584 -4.396 5.898
H 2.294 -4.413 4.672
H 4.286 -1.696 6.084
H 2.832 -0.916 6.775
H 0.762 -1.758 6.413
H 0.838 -3.539 6.557
C -5.599 8.720 -6.414
O -5.342 8.824 -5.038
C -4.672 7.799 -4.429
C -4.195 6.669 -5.080
C -3.535 5.690 -4.362
C -3.335 5.809 -2.990
C -3.817 6.952 -2.344
C -4.472 7.930 -3.052
C -2.653 4.787 -2.232
N -2.457 4.799 -0.932
C -1.790 3.651 -0.640
C -1.569 2.922 -1.812
N -2.127 3.662 -2.811
C -0.886 1.685 -1.854
C -0.627 0.940 -3.012
C 0.061 -0.243 -2.898
C 0.471 -0.662 -1.626
N 0.231 0.021 -0.536
C -0.428 1.173 -0.613
C -0.667 1.903 0.617
N -0.220 1.344 1.740
C -0.411 1.951 2.882
C -1.061 3.188 2.988
C -1.529 3.792 1.845
C -1.341 3.148 0.616
H -6.155 9.618 -6.682
H -6.207 7.838 -6.645
H -4.672 8.683 -6.997
H -4.330 6.532 -6.142
H -3.179 4.821 -4.896
H -3.661 7.040 -1.281
H -4.851 8.816 -2.566
H -2.144 3.411 -3.784
H -0.961 1.300 -3.977
H 0.288 -0.843 -3.765
H 1.016 -1.583 -1.482
H -0.033 1.431 3.749
H -1.194 3.647 3.955
H -2.040 4.744 1.863
Cl -3.065 -0.448 5.074
Ge -2.703 -2.651 4.578
Cl -5.046 -3.317 4.560
Cl -2.265 -3.272 6.753
O 2.997 -4.626 1.024
C 2.490 -4.034 0.057
O 1.937 -2.927 0.043
C 2.568 -4.760 -1.295
C 3.033 -4.071 -2.405
C 3.120 -4.718 -3.643
C 2.699 -6.033 -3.788
C 2.203 -6.700 -2.676
C 2.163 -6.080 -1.422
N 1.727 -8.037 -2.828
O 1.194 -8.580 -1.870
O 1.875 -8.583 -3.918
N 3.621 -4.023 -4.781
O 3.789 -4.655 -5.822
O 3.861 -2.824 -4.673
H 3.331 -3.038 -2.315
H 2.745 -6.521 -4.750
H 1.805 -6.629 -0.566

Atomic partial charges in e from the Löwdin method, atoms 1 to 4: atom 1 (Cs): 1.676, atom 2 (O): -0.255, atom 3 (C): -0.243, atom 4 (C): -0.105

---

Entry 2:
ORCA calculation (the ωB97M-V functional and the def2-TZVPD basis) on a cluster of 7 separate species, C2H16O6 in total at a distorted geometry.

Its relative energy (zero: lowest compared OMol25 entry of this formula, charge and spin) is 62.8 kcal per mole. The molar mass comes out at 136.144 g mol⁻¹. The structure (SMILES) is C=C.O.O.O.O.O.O. The HOMO-LUMO gap is 10.79 eV. The value obtained for the HOMO energy is -10.59 eV. The charge is 0.

Cartesian coordinates (Å):
C 2.595 -1.375 -0.500
C 1.545 -2.142 -0.404
H 3.451 -1.268 -1.209
H 2.741 -0.761 0.349
H 1.427 -2.875 -1.264
H 0.858 -2.250 0.355
O -1.312 1.848 -1.028
H -1.588 1.013 -0.730
H -1.355 1.682 -1.959
O -2.296 -1.129 -2.007
H -1.416 -1.510 -2.114
H -2.734 -1.597 -1.233
O 2.321 1.574 1.997
H 1.794 1.095 1.489
H 2.045 2.544 2.018
O -2.474 -1.024 0.748
H -1.879 -1.067 1.463
H -3.117 -0.314 0.682
O 1.319 2.496 -1.958
H 0.887 1.795 -1.403
H 0.453 2.728 -2.432
O -0.753 -0.824 2.877
H -0.434 -1.632 3.253
H -0.405 -0.017 3.130

Atomic partial charges in e from the natural (NBO) method, atoms 1 to 4: atom 1 (C): -0.376, atom 2 (C): -0.392, atom 3 (H): 0.218, atom 4 (H): 0.174

---

What did the first record say?
ORCA calculation (the ωB97M-V functional and the def2-TZVPD basis) on a structure of composition C33H26Cl3CsGeN7O12 at a distorted geometry.

Its relative energy (zero: lowest compared OMol25 entry of this formula, charge and spin) is 69.2 kcal per mole. The molar mass comes out at 1024.482 g mol⁻¹. The HOMO-LUMO gap (spin up / spin down) is 4.04 / 4.00 eV. Its spin multiplicity is 2. The value obtained for the HOMO energy (spin up / spin down) is -1.88 / -1.85 eV. The charge is -2. The expectation value of S² is 0.756.

Cartesian coordinates (Å):
Cs 1.247 -1.857 2.203
O 3.638 -2.831 2.916
C 4.140 -3.525 4.011
C 3.093 -3.808 5.107
N 2.496 -2.639 5.710
C 3.230 -1.487 5.938
C 3.225 -0.277 4.714
O 4.198 0.431 4.859
O 2.258 -0.323 3.998
C 1.111 -2.675 5.945
C 0.201 -2.878 4.646
O 0.065 -4.029 4.257
O -0.312 -1.845 4.213
H 3.320 -3.495 2.248
H 4.959 -2.929 4.433
H 4.552 -4.497 3.704
H 3.584 -4.396 5.898
H 2.294 -4.413 4.672
H 4.286 -1.696 6.084
H 2.832 -0.916 6.775
H 0.762 -1.758 6.413
H 0.838 -3.539 6.557
C -5.599 8.720 -6.414
O -5.342 8.824 -5.038
C -4.672 7.799 -4.429
C -4.195 6.669 -5.080
C -3.535 5.690 -4.362
C -3.335 5.809 -2.990
C -3.817 6.952 -2.344
C -4.472 7.930 -3.052
C -2.653 4.787 -2.232
N -2.457 4.799 -0.932
C -1.790 3.651 -0.640
C -1.569 2.922 -1.812
N -2.127 3.662 -2.811
C -0.886 1.685 -1.854
C -0.627 0.940 -3.012
C 0.061 -0.243 -2.898
C 0.471 -0.662 -1.626
N 0.231 0.021 -0.536
C -0.428 1.173 -0.613
C -0.667 1.903 0.617
N -0.220 1.344 1.740
C -0.411 1.951 2.882
C -1.061 3.188 2.988
C -1.529 3.792 1.845
C -1.341 3.148 0.616
H -6.155 9.618 -6.682
H -6.207 7.838 -6.645
H -4.672 8.683 -6.997
H -4.330 6.532 -6.142
H -3.179 4.821 -4.896
H -3.661 7.040 -1.281
H -4.851 8.816 -2.566
H -2.144 3.411 -3.784
H -0.961 1.300 -3.977
H 0.288 -0.843 -3.765
H 1.016 -1.583 -1.482
H -0.033 1.431 3.749
H -1.194 3.647 3.955
H -2.040 4.744 1.863
Cl -3.065 -0.448 5.074
Ge -2.703 -2.651 4.578
Cl -5.046 -3.317 4.560
Cl -2.265 -3.272 6.753
O 2.997 -4.626 1.024
C 2.490 -4.034 0.057
O 1.937 -2.927 0.043
C 2.568 -4.760 -1.295
C 3.033 -4.071 -2.405
C 3.120 -4.718 -3.643
C 2.699 -6.033 -3.788
C 2.203 -6.700 -2.676
C 2.163 -6.080 -1.422
N 1.727 -8.037 -2.828
O 1.194 -8.580 -1.870
O 1.875 -8.583 -3.918
N 3.621 -4.023 -4.781
O 3.789 -4.655 -5.822
O 3.861 -2.824 -4.673
H 3.331 -3.038 -2.315
H 2.745 -6.521 -4.750
H 1.805 -6.629 -0.566

Atomic partial charges in e from the Löwdin method, atoms 1 to 4: atom 1 (Cs): 1.676, atom 2 (O): -0.255, atom 3 (C): -0.243, atom 4 (C): -0.105

---

Question: The highest relative energy (zero: lowest compared OMol25 entry of this formula, charge and spin) belongs to which entry?
Answer: C33H26Cl3CsGeN7O12